1.
C23H20ClNO3PSn | the ωB97M-V functional and the def2-TZVPD basis

Each line ends with the natural charge from an NBO analysis.
CARTESIAN COORDINATES (ANGSTROEM)
C  -0.719  1.472  -1.493  -0.157
C  -0.333  0.245  -2.115  -0.346
C  -1.174  -0.832  -1.628  -0.312
H  0.464  0.151  -2.813  0.282
C  -2.114  -0.298  -0.683  -0.303
C  -1.823  1.015  -0.665  -0.108
H  -2.374  1.806  0.168  0.337
H  -0.260  2.408  -1.520  0.290
H  -1.105  -1.856  -1.911  0.288
H  -2.792  -0.835  -0.092  0.291
Sn  0.102  -0.061  0.050  1.528
Cl  -0.272  -1.235  1.912  -0.383
P  2.248  -3.067  -0.453  0.828
C  1.556  -4.678  -0.995  -0.265
C  2.075  -5.442  -2.042  -0.236
H  2.938  -5.087  -2.589  0.228
C  1.492  -6.657  -2.385  -0.200
H  1.905  -7.237  -3.202  0.227
C  0.389  -7.129  -1.684  -0.192
H  -0.062  -8.077  -1.952  0.227
C  -0.135  -6.376  -0.639  -0.198
H  -0.999  -6.735  -0.091  0.223
C  0.434  -5.157  -0.303  -0.233
H  0.014  -4.566  0.501  0.213
C  3.454  -2.718  -1.791  -0.365
C  2.964  -2.087  -2.945  -0.221
H  1.915  -1.822  -3.000  0.188
C  3.808  -1.807  -4.008  -0.196
H  3.413  -1.325  -4.895  0.220
C  5.159  -2.129  -3.933  -0.193
H  5.820  -1.900  -4.761  0.228
C  5.657  -2.740  -2.790  -0.212
H  6.709  -2.992  -2.724  0.228
C  4.812  -3.037  -1.727  -0.148
H  5.207  -3.520  -0.844  0.221
C  3.358  -3.587  0.913  -0.261
C  3.688  -4.915  1.193  -0.238
H  3.276  -5.709  0.584  0.227
C  4.542  -5.222  2.246  -0.190
H  4.786  -6.258  2.452  0.226
C  5.084  -4.210  3.028  -0.188
H  5.751  -4.453  3.847  0.227
C  4.763  -2.884  2.757  -0.204
H  5.178  -2.089  3.367  0.225
C  3.900  -2.574  1.718  -0.229
H  3.640  -1.542  1.518  0.208
O  -2.225  2.825  1.918  -0.256
N  -1.902  2.827  0.786  0.561
O  -1.649  3.740  0.050  -0.323
O  -1.014  1.623  0.588  -0.565

Summary:
* net charge: +1
* HOMO-LUMO gap (alpha / beta): 4.7 / 4.9 eV
* multiplicity: 1
* energy relative to the best compared isomer or geometry (same formula, charge and spin): 8.281 eV

2.
C23H20F7NO25S | the ωB97M-V functional and the def2-TZVPD basis

Each line ends with the Mulliken charge.
CARTESIAN COORDINATES (ANGSTROEM)
O  -5.860  -1.119  5.397  -0.213
N  -5.093  -1.975  5.265  0.209
O  -4.073  -1.657  4.305  -0.202
C  -3.236  -0.580  4.694  0.211
C  -2.536  -0.790  6.013  0.642
C  -1.253  -1.042  6.185  0.332
S  -0.116  -1.235  4.849  1.255
O  -0.656  -2.164  3.932  -0.509
O  0.216  0.010  4.266  -0.606
F  1.145  -1.782  5.546  -0.125
C  -0.934  -1.145  7.647  0.329
O  0.120  -1.387  8.154  -0.496
O  -2.089  -0.876  8.327  -0.284
C  -3.111  -0.756  7.403  -0.068
O  -4.253  -0.657  7.725  -0.477
H  -3.759  0.373  4.656  0.338
H  -2.467  -0.520  3.939  -0.346
C  -1.595  -1.329  0.174  -0.503
C  -2.439  -0.638  -0.865  0.811
O  -3.326  0.143  -0.066  -0.369
C  -2.660  0.433  1.080  0.644
O  -2.984  1.269  1.856  -0.560
O  -1.568  -0.357  1.225  -0.197
F  -3.169  -1.530  -1.598  -0.334
H  -2.055  -2.248  0.541  0.325
H  -0.591  -1.551  -0.179  0.235
H  -1.876  0.010  -1.549  0.103
C  2.519  2.106  -1.753  -0.415
C  2.735  0.694  -1.278  0.331
O  1.399  0.202  -1.179  -0.251
C  0.667  0.888  -2.095  0.701
O  -0.415  0.564  -2.474  -0.685
O  1.319  1.978  -2.529  -0.281
F  3.316  0.653  -0.058  -0.286
H  2.343  2.796  -0.926  0.255
H  3.338  2.483  -2.359  0.252
H  3.301  0.065  -1.968  0.269
C  1.642  -4.282  8.419  -0.462
C  1.765  -5.717  8.863  0.324
O  0.418  -6.156  8.857  -0.332
C  -0.232  -5.419  7.911  0.591
O  -1.289  -5.690  7.458  -0.491
O  0.502  -4.334  7.551  -0.188
F  2.256  -5.812  10.124  -0.289
H  1.435  -3.607  9.251  0.260
H  2.521  -3.927  7.888  0.310
H  2.356  -6.349  8.199  0.285
C  1.018  2.106  -7.151  -0.378
C  1.152  1.640  -5.722  0.358
O  2.558  1.645  -5.533  -0.284
C  3.068  2.603  -6.359  0.634
O  4.159  3.047  -6.261  -0.532
O  2.154  2.975  -7.288  -0.326
F  0.690  0.377  -5.558  -0.312
H  1.102  1.283  -7.860  0.275
H  0.091  2.642  -7.336  0.278
H  0.685  2.293  -4.984  0.273
C  -4.270  -2.821  -5.323  -0.434
C  -2.867  -3.294  -5.042  0.499
O  -2.133  -2.738  -6.119  -0.311
C  -2.784  -1.597  -6.492  0.671
O  -2.320  -0.752  -7.174  -0.503
O  -4.035  -1.563  -5.966  -0.318
F  -2.775  -4.648  -5.095  -0.292
H  -4.798  -3.487  -6.006  0.277
H  -4.863  -2.694  -4.420  0.285
H  -2.452  -2.938  -4.098  0.132
C  3.922  7.573  -4.888  -0.419
C  5.318  7.043  -5.111  0.298
O  5.387  5.971  -4.187  -0.299
C  4.120  5.505  -4.031  0.646
O  3.841  4.462  -3.549  -0.507
O  3.212  6.388  -4.513  -0.315
F  6.260  7.965  -4.794  -0.286
H  3.885  8.295  -4.071  0.285
H  3.491  8.021  -5.779  0.271
H  5.505  6.666  -6.117  0.286

Summary:
* structure (SMILES): O=NOCC1=C(S(=O)(=O)F)C(=O)OC1=O.O=C1OC[C@@H](F)O1.O=C1OC[C@@H](F)O1.O=C1OC[C@@H](F)O1.O=C1OC[C@@H](F)O1.O=C1OC[C@@H](F)O1.O=C1OC[C@@H](F)O1
* net charge: 0
* HOMO-LUMO gap: 8.9 eV
* multiplicity: 1

3.
C23H20N4O2S | the ωB97M-V functional and the def2-TZVPD basis

Each line ends with the natural charge from an NBO analysis.
CARTESIAN COORDINATES (ANGSTROEM)
O  0.848  -0.895  0.839  -0.588
N  -1.412  2.116  -0.659  -0.217
N  -6.780  -1.464  2.431  -0.121
O  -8.008  -2.040  2.140  -0.561
S  2.875  -1.660  -2.841  0.331
C  1.512  -0.127  0.157  0.701
C  -2.674  2.259  -0.273  0.158
C  -6.117  -0.871  1.463  -0.004
C  4.713  1.955  -3.068  -0.211
C  4.120  -4.459  -0.138  -0.200
C  -3.134  0.783  3.135  -0.204
C  4.783  2.320  -1.734  -0.199
C  4.101  -3.707  1.063  -0.203
C  4.102  0.754  -3.401  -0.193
C  3.691  -3.857  -1.321  -0.212
C  -2.645  1.550  2.089  -0.183
C  -4.229  -0.048  2.913  -0.199
C  -4.325  0.615  0.617  -0.201
C  4.186  1.529  -0.712  -0.232
C  3.678  -2.382  1.047  -0.213
C  3.544  -0.076  -2.428  -0.216
C  3.256  -2.509  -1.335  -0.210
C  -3.223  1.482  0.832  -0.104
C  -4.885  -0.083  1.672  -0.016
C  3.533  0.360  -1.104  0.201
C  3.264  -1.770  -0.132  0.220
N  2.868  -0.424  -0.169  -0.534
N  -0.587  1.251  -0.008  -0.463
C  -3.616  3.155  -1.041  -0.641
C  0.810  1.087  -0.475  -0.314
H  -8.369  -2.498  2.930  0.485
H  -6.545  -0.891  0.478  0.176
H  5.084  2.613  -3.830  0.223
H  4.409  -5.509  -0.123  0.221
H  -2.716  0.873  4.134  0.218
H  5.370  3.166  -1.402  0.215
H  4.414  -4.158  2.001  0.219
H  4.132  0.379  -4.411  0.221
H  3.656  -4.424  -2.236  0.222
H  -1.767  2.163  2.287  0.227
H  -4.664  -0.607  3.732  0.228
H  -4.774  0.547  -0.368  0.214
H  4.344  1.892  0.288  0.231
H  3.682  -1.862  1.985  0.227
H  -1.010  0.472  0.492  0.391
H  -3.825  2.645  -1.992  0.223
H  -4.532  3.219  -0.500  0.216
H  -3.256  4.179  -1.205  0.233
H  0.776  0.971  -1.580  0.224
H  1.339  1.987  -0.240  0.219

Summary:
* structure (SMILES): C/C(=N/NCC(=O)N1c2ccccc2Sc2ccccc21)c1cccc(/C=N/O)c1
* net charge: 0
* HOMO-LUMO gap: 8.3 eV
* multiplicity: 1
* energy relative to the best compared isomer or geometry (same formula, charge and spin): 4.693 eV

4.
C23H21AlF6N5O4S4Sb | the ωB97M-V functional and the def2-TZVPD basis

Each line ends with the natural charge from an NBO analysis.
CARTESIAN COORDINATES (ANGSTROEM)
Al  -0.097  -0.041  -0.397  1.535
C  5.081  -0.052  0.541  -0.680
C  3.893  -0.145  1.413  0.384
N  3.843  -0.197  2.701  -0.196
N  2.526  -0.302  3.020  -0.322
C  1.739  -0.318  1.956  0.267
S  0.057  -0.545  1.828  -0.129
N  2.593  -0.205  0.917  -0.218
N  2.126  -0.197  -0.392  -0.676
H  5.982  -0.042  1.147  0.288
H  5.051  0.857  -0.063  0.249
H  5.124  -0.911  -0.132  0.257
H  2.252  -0.371  3.988  0.457
H  2.533  0.586  -0.902  0.427
H  2.412  -1.053  -0.887  0.449
F  -2.191  -4.130  -2.086  -0.248
C  -1.921  -3.261  -1.162  0.809
F  -0.826  -3.587  -0.477  -0.293
F  -2.942  -3.132  -0.334  -0.277
S  -1.598  -1.528  -1.845  2.199
O  -1.852  -0.679  -0.631  -1.006
O  -2.335  -1.229  -3.005  -0.798
N  -0.004  -1.271  -1.885  -1.346
S  0.926  -2.187  -2.898  2.251
O  2.182  -2.414  -2.250  -0.916
O  0.124  -3.240  -3.402  -0.859
C  1.294  -0.892  -4.189  0.760
F  1.936  0.079  -3.501  -0.327
F  0.166  -0.417  -4.670  -0.278
F  2.060  -1.348  -5.141  -0.261
S  -0.190  2.055  -1.020  -0.725
Sb  -1.731  2.850  0.657  1.702
C  -0.394  3.163  2.298  -0.281
C  -0.662  2.810  3.614  -0.243
C  0.284  3.090  4.592  -0.206
C  1.477  3.714  4.257  -0.180
C  1.730  4.075  2.939  -0.188
C  0.793  3.802  1.954  -0.266
C  -3.606  1.883  1.026  -0.258
C  -4.484  1.837  -0.048  -0.253
C  -5.768  1.360  0.164  -0.187
C  -6.157  0.947  1.432  -0.148
C  -5.266  1.006  2.494  -0.192
C  -3.974  1.473  2.300  -0.259
C  -2.150  4.762  -0.156  -0.289
C  -2.764  5.681  0.688  -0.253
C  -3.055  6.948  0.207  -0.189
C  -2.743  7.279  -1.105  -0.152
C  -2.136  6.351  -1.939  -0.193
C  -1.833  5.081  -1.469  -0.256
H  -1.588  2.326  3.889  0.218
H  0.078  2.832  5.623  0.239
H  2.205  3.936  5.026  0.241
H  2.649  4.586  2.683  0.237
H  0.978  4.092  0.926  0.233
H  -4.179  2.170  -1.034  0.233
H  -6.466  1.320  -0.661  0.243
H  -7.161  0.579  1.593  0.242
H  -5.576  0.695  3.482  0.241
H  -3.285  1.509  3.132  0.217
H  -3.008  5.417  1.712  0.222
H  -3.526  7.671  0.859  0.240
H  -2.976  8.268  -1.477  0.239
H  -1.898  6.614  -2.961  0.238
H  -1.356  4.362  -2.123  0.228

Summary:
* net charge: +2
* HOMO-LUMO gap: 8.6 eV
* multiplicity: 1

| no. | DFT total energy (eV) |
| --- | --- |
| 1 | -59430.965 |
| 2 | -106707.014 |
| 3 | -45063.362 |
| 4 | -112600.373 |